This record from OMol25 describes 2 unconnected molecules or ions with the total composition C5H14. The level of theory is ωB97M-V with the def2-TZVPD basis set.

Output
HOMO-LUMO gap ... 12.324 eV
SMILES ... CCC.CC
Energy above the lowest of the compared OMol25 structures with the same formula, charge and spin ... 11.1 kcal/mol

Each line ends with the Mulliken charge.
Atoms and positions in Å:
C (-1.9286, -0.5052, -1.4071)  -1.31
C (-0.9654, 0.3859, -0.6685)  0.65
C (-0.1514, 1.2825, -1.5960)  -1.27
H (-2.6530, -1.0371, -0.7854)  0.35
H (-1.4974, -1.2877, -2.0467)  0.33
H (-2.3991, 0.0481, -2.2408)  0.32
H (-1.5640, 0.9494, 0.0413)  0.33
H (-0.1549, -0.2065, -0.2411)  -0.50
H (0.3287, 0.6531, -2.3646)  0.30
H (-0.6829, 2.0748, -2.0925)  0.39
H (0.7139, 1.7296, -1.0877)  0.32
C (1.5350, -1.2711, 1.4801)  -0.82
C (1.4125, 0.1540, 2.1386)  -0.78
H (2.5036, -1.6811, 1.7513)  0.32
H (0.7553, -1.9232, 1.8575)  0.27
H (1.3895, -1.1310, 0.4126)  0.26
H (0.4177, 0.5443, 1.9302)  0.23
H (2.2221, 0.8202, 1.8664)  0.26
H (1.3715, 0.0067, 3.2206)  0.34

This record from OMol25 describes 2 unconnected molecules or ions with the total composition C4H9NO. The level of theory is ωB97M-V with the def2-TZVPD basis set.

Output
HOMO-LUMO gap ... 10.589 eV
SMILES ... C=CC.NC=O
Energy above the lowest of the compared OMol25 structures with the same formula, charge and spin ... 37.5 kcal/mol

Each line ends with the Mulliken charge.
Atoms and positions in Å:
C (1.0913, -0.6308, -1.3285)  -0.81
C (1.1408, 0.3922, -0.4931)  0.06
C (0.9438, 1.8204, -0.8865)  -1.06
H (1.2206, -1.6131, -0.8851)  0.23
H (0.8232, -0.6525, -2.3745)  0.27
H (1.4187, 0.2221, 0.5393)  0.43
H (-0.1545, 1.9125, -0.9305)  0.23
H (1.3280, 2.1074, -1.8602)  0.34
H (1.2215, 2.5477, -0.1337)  0.31
N (-1.5918, -1.7264, 1.4847)  -0.35
C (-1.4137, -0.3769, 1.3995)  0.08
O (-2.2294, 0.4182, 1.0271)  -0.53
H (-2.5280, -2.0335, 1.3289)  0.22
H (-0.8228, -2.3378, 1.3088)  0.23
H (-0.4477, -0.0496, 1.8039)  0.35

This record from OMol25 describes 11 unconnected molecules or ions with the total composition C6H37N2O10. The level of theory is ωB97M-V with the def2-TZVPD basis set.

Output
HOMO-LUMO gap ... 8.800 eV
Total charge ... +1
Energy above the lowest of the compared OMol25 structures with the same formula, charge and spin ... 48.9 kcal/mol

Each line ends with the Mulliken charge.
Atoms and positions in Å:
N (1.6294, -0.3916, -0.7152)  0.42
C (0.3468, -0.1795, -1.4834)  -0.65
C (-0.7661, -1.0081, -0.7732)  -1.11
N (-1.2527, -0.2909, 0.4198)  0.38
C (-2.5196, 2.4776, 1.3622)  -1.19
C (-2.8615, 0.9859, 1.6036)  -0.57
C (-2.6745, 0.0732, 0.3500)  0.45
C (-3.5881, -1.1387, 0.5053)  -1.58
H (2.4849, -0.6789, -1.2146)  0.44
H (1.7598, 0.5024, -0.2092)  0.24
H (1.4259, -1.0447, 0.0822)  0.01
H (-0.0135, 0.8364, -1.5455)  0.28
H (0.6082, -0.7087, -2.4102)  0.37
H (-1.6435, -1.1367, -1.3940)  0.70
H (-0.5359, -2.0420, -0.5007)  0.28
H (-0.8392, -0.5867, 1.2894)  0.14
H (-2.0455, 2.9874, 2.2190)  0.35
H (-3.2877, 3.1036, 0.8965)  0.34
H (-1.7116, 2.5989, 0.6389)  0.19
H (-2.2343, 0.7086, 2.4348)  0.20
H (-3.8374, 0.9432, 2.0871)  0.45
H (-3.0181, 0.5869, -0.5572)  0.16
H (-3.4795, -1.8976, -0.2920)  0.43
H (-4.6030, -0.7220, 0.4009)  0.45
H (-3.5584, -1.6238, 1.4807)  0.25
H (2.3537, 2.2029, 0.6261)  0.32
H (1.3753, 2.0855, 1.7942)  0.23
O (1.9661, 1.5604, 1.2437)  -0.74
H (3.3855, -3.9923, -0.9786)  0.27
H (2.7174, -2.7578, -0.3116)  0.29
O (3.5012, -3.0605, -0.7817)  -0.60
H (3.7497, -0.6524, 2.8056)  0.32
H (2.6212, 0.2358, 2.2651)  0.37
O (2.7950, -0.6117, 2.7089)  -0.75
H (4.6415, -0.8304, -0.7825)  0.31
H (4.5798, -1.0521, -2.4193)  0.28
O (4.2458, -0.6267, -1.6358)  -0.67
H (1.0678, -0.7287, 3.0126)  0.42
H (0.0802, -0.8749, 4.2734)  0.27
O (0.1567, -0.7773, 3.3305)  -0.60
H (1.7119, -2.1037, 2.0064)  0.16
H (0.8417, -3.1653, 1.3368)  0.32
O (1.5865, -2.5628, 1.1606)  -0.58
H (-2.8231, 1.8078, -3.9176)  0.30
H (-4.0065, 2.3153, -3.0493)  0.31
O (-3.7779, 1.7991, -3.8187)  -0.62
H (-1.6987, -3.7059, 0.7716)  0.30
H (-0.5739, -4.6860, 1.3465)  0.32
O (-0.7946, -4.0262, 0.6767)  -0.67
H (-0.1760, 3.7740, -4.5579)  0.32
H (1.1855, 3.0917, -4.9396)  0.30
O (0.5530, 3.2255, -4.2404)  -0.60
H (2.1643, 4.4486, -0.6839)  0.27
H (1.1139, 3.6883, -1.3544)  0.29
O (1.6721, 3.6259, -0.5627)  -0.58

This record from OMol25 describes a gas-phase ion, C4H12NOS (charge +1). The level of theory is ωB97M-V with the def2-TZVPD basis set.

Output
HOMO-LUMO gap ... 9.377 eV
SMILES ... [NH3+][C@@H](CO)CCS
Total charge ... +1
Energy above the lowest of the compared OMol25 structures with the same formula, charge and spin ... 13.6 kcal/mol

Each line ends with the Mulliken charge.
Atoms and positions in Å:
N (0.8089, 1.9004, 0.6583)  -0.35
C (0.4451, 0.5494, -0.0044)  0.00
C (1.4320, 0.4309, -1.1631)  -0.82
O (1.5065, 1.6637, -1.8280)  -0.55
C (0.5986, -0.5942, 0.9916)  -0.68
C (-0.5669, -1.6396, 0.8514)  -0.73
S (-2.1789, -1.1697, 0.2356)  -0.22
H (0.8752, 2.5155, -0.1512)  0.38
H (1.6970, 1.8833, 1.1527)  0.33
H (0.0279, 2.2146, 1.2063)  0.32
H (-0.5594, 0.6911, -0.3904)  0.56
H (1.0392, -0.3570, -1.8195)  0.40
H (2.3793, 0.0409, -0.7701)  0.40
H (2.0042, 1.5432, -2.6450)  0.33
H (1.4580, -1.2470, 0.8904)  0.32
H (0.5896, -0.1601, 1.9897)  0.37
H (-0.1547, -2.4739, 0.2821)  0.35
H (-0.7026, -2.0662, 1.8470)  0.41
H (-2.9045, -1.7744, 1.1649)  0.17

This record from OMol25 describes 2 unconnected molecules or ions with the total composition C2H7N3O2. The level of theory is ωB97M-V with the def2-TZVPD basis set.

Output
HOMO-LUMO gap ... 7.678 eV
Energy above the lowest of the compared OMol25 structures with the same formula, charge and spin ... 155.9 kcal/mol

Each line ends with the Mulliken charge.
Atoms and positions in Å:
C (0.9424, 0.5466, 1.0843)  -0.24
N (0.6563, -0.2168, -0.8556)  -0.17
N (0.7245, -0.5593, 1.8245)  -0.37
C (-0.6388, -0.0199, -1.1055)  -0.24
O (1.3819, -0.4516, -2.0656)  -0.46
O (-2.7348, 0.4258, -0.4423)  -0.47
N (-1.3311, 0.6421, -0.2205)  -0.29
H (1.9543, -1.2009, -1.8577)  0.31
H (-3.1326, 1.2094, -0.0452)  0.33
H (-0.2321, -0.7285, 2.1024)  0.28
H (1.1910, -1.3997, 1.5115)  0.24
H (-1.0802, -0.3947, -2.0314)  0.44
H (1.9548, 0.7391, 0.7675)  0.30
H (0.3444, 1.4084, 1.3334)  0.33

This record from OMol25 describes C3H5NO2 in the gas phase. The level of theory is ωB97M-V with the def2-TZVPD basis set.

Output
HOMO-LUMO gap ... 10.645 eV
SMILES ... C1=NOCOC1
Energy above the lowest of the compared OMol25 structures with the same formula, charge and spin ... 87.0 kcal/mol

Each line ends with the Mulliken charge.
Atoms and positions in Å:
C (0.3161, 1.2499, -0.0373)  0.02
N (-0.9770, 1.2484, -0.2488)  -0.34
O (-1.7595, 0.1318, -0.2788)  -0.16
C (-0.9544, -0.9175, 0.1598)  -0.28
O (0.2313, -1.1073, -0.4967)  -0.39
C (1.1306, -0.0451, -0.0924)  -0.36
H (0.6589, 2.3551, -0.0857)  0.34
H (-1.5132, -1.8773, -0.1166)  0.23
H (-0.7103, -0.7705, 1.2468)  0.38
H (1.6901, -0.2357, 0.8083)  0.25
H (1.8873, -0.0320, -0.8586)  0.31

Which value of HOMO-LUMO gap does entry 1 give?
12.324 eV